This record from the Open Molecules 2025 dataset describes a cluster of 3 separate species, C45H77BrClI2NO2 in total. The level of theory is the ωB97M-V functional and the def2-TZVPD basis.

Element x y z (Å)
C (-6.0993, 1.6283, 2.0252)
C (-5.4436, 1.5818, 0.8310)
C (-3.9749, 1.7655, 0.6645)
C (-3.4589, 2.9982, 0.2143)
C (-4.4128, 4.1364, -0.0851)
C (-4.5160, 5.2168, 1.0378)
C (-3.6681, 4.9380, 2.2668)
Cl (-4.1185, 6.0591, 3.5940)
C (-2.0774, 3.2104, 0.0333)
C (-1.5295, 4.5182, -0.4905)
C (-1.7382, 4.5925, -2.0335)
C (-0.5318, 4.1150, -2.8568)
C (0.5010, 5.2102, -3.1785)
C (1.8243, 5.1190, -2.4065)
C (2.7899, 6.2135, -2.8416)
C (2.4629, 7.6157, -2.2828)
C (3.3242, 8.0421, -1.0974)
C (3.1657, 7.2476, 0.2011)
C (4.3629, 7.4937, 1.1325)
C (3.9935, 7.6081, 2.6072)
C (5.2029, 7.9821, 3.4959)
C (5.6744, 6.8106, 4.3725)
C (6.1511, 5.6190, 3.5448)
C (-1.2366, 2.1336, 0.3188)
C (-1.7620, 0.9085, 0.7361)
C (-3.1157, 0.6761, 0.9407)
C (-3.6830, -0.6443, 1.4088)
I (-2.7084, -1.3496, 3.1990)
C (-3.8808, -1.7419, 0.2942)
C (-3.1987, -3.0796, 0.5131)
I (-3.4044, -1.0358, -1.6938)
C (-0.5855, -0.0085, 0.8611)
O (-0.5208, -1.2017, 0.7714)
N (0.5578, 0.8368, 1.0297)
C (0.9794, 1.0391, 2.4237)
C (2.4656, 1.3674, 2.5444)
C (2.8700, 1.3824, 4.0153)
Br (2.1049, 2.9354, 4.9160)
C (0.2622, 2.0072, 0.2734)
O (1.0737, 2.6921, -0.2857)
H (-6.7343, 0.8304, 2.4015)
H (-6.0223, 2.5119, 2.6597)
H (-6.0170, 1.4083, -0.0851)
H (-5.4005, 3.7225, -0.2834)
H (-4.0861, 4.5995, -1.0130)
H (-5.5547, 5.2611, 1.3632)
H (-4.2313, 6.1790, 0.6146)
H (-3.8054, 3.9365, 2.6661)
H (-2.6096, 5.0929, 2.0776)
H (-2.0382, 5.3610, -0.0259)
H (-0.4653, 4.5847, -0.2739)
H (-1.9365, 5.6311, -2.3050)
H (-2.5857, 3.9650, -2.3093)
H (-0.0760, 3.2428, -2.3869)
H (-0.9177, 3.7607, -3.8161)
H (0.0718, 6.2095, -3.0778)
H (0.7658, 5.0840, -4.2329)
H (2.2422, 4.1215, -2.5568)
H (1.6003, 5.1795, -1.3376)
H (3.8013, 5.9563, -2.5080)
H (2.8364, 6.2622, -3.9321)
H (1.3986, 7.6481, -2.0328)
H (2.6526, 8.3396, -3.0782)
H (4.3748, 8.0333, -1.4043)
H (3.0784, 9.0855, -0.8764)
H (3.0224, 6.1795, 0.0354)
H (2.2667, 7.6185, 0.7045)
H (5.0696, 6.6650, 1.0348)
H (4.8937, 8.4058, 0.8479)
H (3.6038, 6.6551, 2.9778)
H (3.2130, 8.3543, 2.7719)
H (4.9363, 8.7889, 4.1804)
H (6.0524, 8.2990, 2.8850)
H (4.8505, 6.5577, 5.0445)
H (6.5061, 7.1395, 5.0013)
H (6.6934, 4.8963, 4.1536)
H (6.8178, 5.9821, 2.7597)
H (5.3194, 5.1052, 3.0602)
H (-4.6805, -0.4184, 1.7592)
H (-4.9498, -1.9362, 0.2452)
H (-3.4209, -3.7122, -0.3494)
H (-2.1153, -3.0075, 0.5767)
H (-3.5836, -3.6011, 1.3891)
H (0.7936, 0.1184, 2.9791)
H (0.3793, 1.8505, 2.8480)
H (3.0510, 0.6315, 1.9919)
H (2.6346, 2.3468, 2.0935)
H (2.4409, 0.5120, 4.5049)
H (3.9476, 1.4069, 4.1274)
C (1.4463, -4.2436, 1.0465)
C (1.8527, -4.3724, -0.4178)
C (0.6792, -4.1871, -1.3797)
C (-0.4393, -5.2212, -1.2398)
C (-0.0006, -6.6738, -1.4166)
C (0.5636, -6.9735, -2.8026)
H (0.7247, -5.0105, 1.3340)
H (2.3133, -4.3487, 1.7016)
H (1.0000, -3.2647, 1.2316)
H (2.3374, -5.3388, -0.5842)
H (2.6052, -3.6121, -0.6433)
H (1.0572, -4.1950, -2.4062)
H (0.2501, -3.1917, -1.2264)
H (-1.2153, -4.9921, -1.9780)
H (-0.9164, -5.1127, -0.2612)
H (-0.8660, -7.3207, -1.2445)
H (0.7365, -6.9435, -0.6552)
H (-0.1764, -6.7582, -3.5767)
H (0.8353, -8.0279, -2.8810)
H (1.4586, -6.3854, -3.0097)
C (-0.3847, -10.8802, -4.2745)
C (-1.6959, -11.3570, -3.6564)
C (-2.0369, -10.6557, -2.3423)
C (-1.0319, -10.8778, -1.2107)
C (-0.7954, -12.3398, -0.8355)
C (-2.0467, -13.0443, -0.3189)
H (0.4669, -11.0847, -3.6237)
H (-0.2016, -11.3855, -5.2238)
H (-0.4183, -9.8057, -4.4667)
H (-1.6620, -12.4403, -3.5119)
H (-2.5062, -11.1698, -4.3659)
H (-3.0295, -10.9789, -2.0163)
H (-2.1187, -9.5790, -2.5253)
H (-1.3838, -10.3369, -0.3264)
H (-0.0741, -10.4218, -1.4780)
H (-0.0259, -12.3768, -0.0599)
H (-0.3915, -12.8894, -1.6901)
H (-2.4391, -12.5379, 0.5654)
H (-1.8209, -14.0748, -0.0411)
H (-2.8344, -13.0735, -1.0730)

Cartesian forces, eV/Å:
0.366 0.436 -0.378
-0.574 -0.024 0.374
0.246 1.542 0.010
0.158 -0.065 -0.171
0.277 -0.152 0.174
-0.085 -0.446 -0.188
0.017 0.097 0.088
0.042 0.029 -0.050
0.345 -0.236 0.035
-0.272 -0.300 -0.543
0.593 -0.102 0.209
-0.386 0.249 -0.251
0.538 -0.621 -0.149
-0.657 0.070 0.013
0.402 0.122 0.498
0.194 -0.345 -0.290
-0.223 -0.090 -0.062
0.094 0.520 0.156
-0.275 -0.267 0.263
0.455 0.118 0.457
-0.014 -0.545 0.361
0.109 0.216 -0.204
-0.180 0.135 0.066
-0.780 0.113 -0.255
0.174 -0.071 -0.202
0.049 0.234 0.045
-0.087 -0.045 -0.742
-0.194 0.156 0.087
0.215 -0.045 0.668
0.110 -0.394 -0.634
-0.062 -0.079 0.038
-0.146 0.079 0.378
-0.146 0.131 0.223
0.482 -0.531 -0.767
0.542 0.014 -0.217
-0.417 0.379 0.151
-0.257 -0.102 -0.644
0.171 -0.030 0.070
-0.414 0.158 0.448
-0.059 0.101 0.413
-1.336 0.679 -0.874
1.388 -0.788 0.864
0.332 -1.659 0.158
-0.025 0.020 0.070
-0.058 0.140 0.024
-0.016 0.215 -0.035
-0.149 0.132 0.171
-0.058 -0.035 -0.076
0.030 -0.039 0.054
0.019 0.003 0.115
-0.005 0.093 0.093
-0.254 -0.061 -0.100
-0.182 0.196 0.025
0.152 0.078 0.061
-0.082 -0.046 0.045
-0.111 -0.019 0.024
-0.027 0.237 -0.050
0.094 0.029 -0.071
0.193 0.093 0.049
0.015 -0.045 -0.070
-0.088 -0.131 -0.028
0.002 0.218 0.050
-0.257 0.108 0.019
0.001 -0.077 -0.058
0.167 0.041 0.060
0.058 -0.011 -0.100
-0.107 -0.173 -0.034
0.150 0.119 -0.125
-0.052 0.024 -0.113
-0.210 0.010 -0.128
-0.109 -0.029 -0.278
0.056 0.197 -0.189
-0.088 0.207 -0.055
0.068 -0.275 0.028
-0.060 0.094 0.043
-0.027 -0.054 -0.008
0.092 -0.118 0.000
0.010 -0.042 -0.019
0.069 -0.115 0.207
-0.031 0.171 -0.151
-0.010 -0.038 0.050
-0.010 0.171 0.114
-0.032 0.189 0.128
-0.254 -0.038 -0.123
-0.012 -0.109 0.257
0.004 -0.082 0.072
0.233 -0.051 -0.048
0.215 0.000 0.230
-0.004 0.121 0.214
0.101 -0.003 0.015
-0.068 0.074 0.051
0.021 0.008 -0.078
-0.002 0.009 0.066
-0.075 0.000 -0.114
0.014 -0.103 0.144
-0.011 0.011 0.010
-0.013 -0.006 0.013
-0.056 -0.025 0.013
-0.019 -0.005 -0.040
0.014 -0.016 -0.013
-0.018 -0.014 -0.005
0.014 0.007 0.031
-0.007 -0.011 -0.004
0.010 0.010 -0.005
0.016 -0.015 0.040
-0.008 0.022 0.018
0.028 0.032 -0.022
0.007 0.006 -0.064
-0.010 0.008 -0.030
-0.072 -0.104 -0.017
0.034 0.120 -0.034
-0.050 -0.037 0.032
0.052 0.037 -0.036
-0.066 0.017 0.087
0.104 -0.052 -0.052
0.010 0.026 -0.002
0.034 0.029 -0.008
0.042 0.009 0.025
-0.017 0.001 0.029
-0.014 -0.040 0.003
0.003 0.005 0.013
0.011 0.000 -0.022
0.011 -0.011 0.014
-0.010 0.016 -0.006
0.026 -0.009 -0.024
0.007 0.022 -0.013
-0.037 0.014 -0.020
-0.033 -0.002 0.019
-0.018 0.010 0.014

Properties
E in eV: -152264.7013
LUMO in eV: -0.61
HOMO in eV: -9.09
Multiplicity: 1
Energy relative to the best compared isomer or geometry (same formula, charge and spin) in kJ/mol: 0.0
Max |F| in eV Å⁻¹: 1.815
Total charge: 0
Molar mass in g mol⁻¹: 1033.281
Kohn-Sham gap in eV: 8.487
SMILES string: C=Cc1c(CCCCl)c(CCCCCCCCCCCCCC)c2c(c1[C@H](I)[C@H](C)I)C(=O)N(CCCBr)C2=O.CCCCCC.CCCCCC